Arrangement P

Here is a 11-piece molecular cluster, C58H149N11O18 overall from OMol25. Energies are from ωB97M-V/def2-TZVPD.

The LUMO energy is 0.33 eV. As for the SMILES: COC[C@H](C)N.COC[C@H](C)N.COC[C@H](C)N.COC[C@H](C)N.COCCNCCOC.COCCNCCOC.COCCNCCOC.COCCNCCOC.COCCNCCOC.COCCNCCOC.COCCNCCOC. The spin multiplicity is 1.

XYZ file:
```
236
C58H149N11O18, DFT ωB97M-V/def2-TZVPD
C -6.04147 -10.59330 -0.27758
O -5.64339 -9.53092 -1.17124
C -4.85484 -8.56451 -0.45334
C -5.61739 -7.59851 0.52666
C -6.80626 -6.92703 -0.09311
N -4.76228 -6.58867 1.08815
H -7.00005 -10.27827 0.13470
H -5.33030 -10.79010 0.52466
H -6.04239 -11.49165 -0.89489
H -4.01065 -9.07295 0.01244
H -4.37147 -7.94978 -1.21264
H -6.04993 -8.22924 1.30332
H -7.33558 -6.31335 0.63581
H -7.51463 -7.62258 -0.54311
H -6.49514 -6.31238 -0.93781
H -4.06313 -7.16488 1.53455
H -5.23427 -6.19157 1.88791
C -0.30914 1.08178 1.35029
O 0.31791 0.20060 0.34602
C -0.02270 -1.16958 0.51011
C 0.19920 -1.97511 -0.78591
C -0.83549 -1.67589 -1.86040
N -0.05489 -3.37168 -0.45800
H 0.10790 2.08584 1.27263
H 0.02423 0.75275 2.33451
H -1.39506 1.08201 1.25586
H 0.55192 -1.53432 1.36151
H -1.04952 -1.26556 0.86301
H 1.22935 -1.80780 -1.10038
H -1.82662 -1.93255 -1.48640
H -0.74656 -2.21924 -2.80112
H -0.98280 -0.63279 -2.14033
H -1.00892 -3.43349 -0.13226
H 0.44238 -3.60998 0.38819
C 9.38397 1.71377 -5.63877
O 8.16352 2.02309 -5.06115
C 8.17557 1.92713 -3.66904
C 6.83636 2.54887 -3.15570
C 6.71276 4.09595 -3.29901
N 6.60013 2.25373 -1.72828
H 9.61623 0.65947 -5.48839
H 10.12442 2.32037 -5.11736
H 9.51312 1.82557 -6.71531
H 8.29637 0.87927 -3.39427
H 9.00712 2.51723 -3.28383
H 6.06971 2.02807 -3.72939
H 6.83148 4.29833 -4.36345
H 7.45887 4.62756 -2.70840
H 5.72001 4.43080 -2.99829
H 5.61362 2.32263 -1.52300
H 6.67811 1.24675 -1.72582
C 2.96095 -8.94032 -8.05826
O 3.63644 -9.92429 -8.93998
C 4.97449 -10.30703 -8.57801
C 5.54422 -11.34321 -9.57639
C 4.77164 -12.64887 -9.58787
N 6.89160 -11.62867 -9.20188
H 3.58987 -8.05767 -7.94211
H 2.80266 -9.38968 -7.07790
H 1.91927 -8.72307 -8.29444
H 5.65049 -9.45233 -8.60261
H 5.09322 -10.66276 -7.55456
H 5.45605 -10.94996 -10.58915
H 5.05679 -13.22292 -10.46949
H 3.71067 -12.47599 -9.76829
H 4.88726 -13.25715 -8.69080
H 7.38982 -10.83094 -8.83375
H 6.89609 -12.13504 -8.32800
C 0.63279 -11.19096 -0.58347
O 1.30595 -11.46636 0.66017
C 2.54724 -10.74582 0.80785
C 2.77577 -10.35916 2.22428
N 1.72875 -9.42693 2.66507
C 1.72040 -9.29968 4.11190
C 0.54968 -8.34569 4.47521
O -0.68883 -8.96578 4.08621
C -1.06312 -10.12261 4.75237
H -0.25208 -11.82598 -0.62655
H 1.22206 -11.39074 -1.47843
H 0.27575 -10.16124 -0.60101
H 2.60423 -9.81261 0.24751
H 3.38110 -11.37718 0.50101
H 3.77960 -9.93477 2.20667
H 2.79518 -11.27932 2.80828
H 0.84254 -9.65671 2.23853
H 2.66861 -8.89069 4.46083
H 1.53484 -10.29848 4.50696
H 0.64773 -7.40867 3.92706
H 0.55211 -7.98791 5.50482
H -0.60014 -10.99070 4.28317
H -2.13924 -10.26436 4.65236
H -0.85273 -10.03758 5.81848
C -3.14188 6.73703 4.67927
O -2.33804 7.31824 3.71986
C -2.75976 8.55345 3.18332
C -1.69364 9.08192 2.22036
N -0.45244 9.20870 2.97669
C 0.67914 9.26184 2.00411
C 2.15055 8.89189 2.54373
O 2.04756 7.64995 3.20659
C 3.31014 7.17945 3.71279
H -4.10519 6.40930 4.28844
H -3.27978 7.52897 5.41540
H -2.71128 5.86430 5.17018
H -2.97986 9.29421 3.95203
H -3.67251 8.33114 2.63055
H -1.97337 10.07543 1.86995
H -1.71942 8.40157 1.36915
H -0.30814 8.34402 3.47830
H 0.71034 10.20990 1.46717
H 0.51253 8.53206 1.21179
H 2.45857 9.64639 3.26758
H 3.00334 8.80185 1.87086
H 3.32039 6.13863 4.03634
H 3.62575 7.85279 4.50975
H 4.10972 7.29116 2.98048
C 6.92088 -2.77139 2.53100
O 7.06720 -1.72999 3.49455
C 6.54392 -2.18244 4.76847
C 6.15732 -1.08258 5.76165
N 7.33208 -0.75439 6.57428
C 6.92061 -0.24974 7.86713
C 8.10808 0.43308 8.55715
O 7.99460 0.07600 9.93095
C 8.78167 0.82356 10.86596
H 5.90695 -3.15721 2.42524
H 7.60931 -3.54048 2.88124
H 7.17135 -2.32479 1.56875
H 7.11135 -2.95898 5.28143
H 5.55754 -2.62052 4.61597
H 5.37328 -1.48788 6.40126
H 5.65396 -0.19448 5.37956
H 7.88915 -0.02815 6.14725
H 6.69918 -1.06267 8.55866
H 6.15944 0.52853 7.81215
H 8.18640 1.51134 8.41811
H 9.05603 0.03430 8.19598
H 8.40298 0.53195 11.84558
H 8.60402 1.89583 10.78363
H 9.82879 0.53347 10.77927
C -2.79303 -8.88280 -12.69091
O -3.60848 -7.71803 -12.37102
C -3.85544 -6.86275 -13.39903
C -4.67267 -5.71180 -12.92235
N -3.79861 -4.72357 -12.29868
C -4.58866 -3.77752 -11.52106
C -3.68931 -2.75501 -10.78852
O -3.79845 -2.84904 -9.39097
C -5.03819 -2.40117 -8.86119
H -1.84286 -8.49094 -13.05385
H -3.26051 -9.45432 -13.49274
H -2.56765 -9.54381 -11.85403
H -4.52932 -7.35607 -14.09948
H -2.92605 -6.62515 -13.91659
H -5.50913 -6.14845 -12.37665
H -5.14420 -5.16686 -13.74015
H -3.20123 -5.24766 -11.67532
H -5.19631 -4.31376 -10.79216
H -5.25225 -3.17857 -12.14479
H -3.96723 -1.72457 -11.01005
H -2.66488 -2.88205 -11.13852
H -4.91040 -1.33262 -8.68806
H -5.20441 -2.86187 -7.88744
H -5.90909 -2.61200 -9.48184
C -7.97864 3.76164 -0.53274
O -7.96049 2.33952 -0.25696
C -7.38320 2.01301 0.99964
C -7.05541 0.52766 1.03075
N -6.39533 0.09608 2.29038
C -7.40558 -0.09771 3.27468
C -6.80270 -0.67164 4.59452
O -6.77601 -2.07756 4.58355
C -6.26967 -2.58849 5.89314
H -8.26737 3.92349 -1.57127
H -6.99708 4.20509 -0.36544
H -8.75227 4.30427 0.01053
H -8.13022 2.33549 1.72494
H -6.54121 2.65371 1.26171
H -6.37750 0.26671 0.21809
H -7.95716 -0.03974 0.80052
H -5.97823 -0.81199 2.14355
H -8.27649 -0.67021 2.95551
H -7.82409 0.87890 3.51796
H -7.45866 -0.40431 5.42298
H -5.83164 -0.21335 4.78187
H -6.99502 -2.35987 6.67397
H -5.24631 -2.26568 6.08453
H -6.19744 -3.66533 5.74054
C 2.31852 7.58384 9.75063
O 2.76831 6.97321 10.91512
C 2.79180 7.77426 12.09146
C 3.76905 8.99198 12.05460
N 3.87176 9.68614 13.38788
C 5.05122 10.54693 13.35464
C 5.20523 11.49601 12.09032
O 5.58971 10.81083 10.89761
C 5.62481 11.69677 9.82405
H 2.90998 8.48167 9.57127
H 1.28291 7.92389 9.75069
H 2.50289 7.02365 8.83396
H 3.09031 7.14204 12.92769
H 1.77241 8.03524 12.37577
H 3.40226 9.63583 11.25522
H 4.77028 8.61831 11.84008
H 3.90393 9.06093 14.18046
H 5.90555 9.87454 13.43281
H 5.15053 11.15486 14.25390
H 5.97845 12.23978 12.28279
H 4.28718 12.07072 11.96794
H 6.25167 12.55935 10.05013
H 4.64686 12.13949 9.63507
H 6.05355 11.21830 8.94352
C -3.46129 6.99375 -4.78533
O -3.91857 8.22189 -5.43596
C -4.65898 8.01769 -6.65957
C -5.03646 9.31349 -7.40537
N -5.91386 10.13887 -6.58664
C -6.24487 11.48719 -7.11977
C -7.29663 12.27993 -6.31907
O -6.62136 12.59965 -5.04373
C -7.33045 13.45683 -4.21949
H -2.86487 7.18809 -3.89392
H -2.76314 6.48628 -5.45102
H -4.27424 6.30940 -4.54269
H -5.58106 7.52208 -6.35588
H -4.22702 7.39265 -7.44112
H -5.60759 9.01322 -8.28388
H -4.16032 9.83433 -7.79161
H -5.49396 10.22525 -5.67212
H -6.56983 11.36788 -8.15335
H -5.32615 12.06625 -7.21321
H -8.12385 11.58009 -6.20061
H -7.63646 13.13361 -6.90546
H -6.74943 13.56927 -3.30414
H -8.34233 13.08055 -4.06904
H -7.20821 14.45320 -4.64424
```


Arrangement Q

Here is a 11-piece molecular cluster, C58H149N11O18 overall from OMol25. Energies are from ωB97M-V/def2-TZVPD.

The LUMO energy is 0.62 eV. As for the SMILES: COC[C@H](C)N.COC[C@H](C)N.COC[C@H](C)N.COC[C@H](C)N.COCCNCCOC.COCCNCCOC.COCCNCCOC.COCCNCCOC.COCCNCCOC.COCCNCCOC.COCCNCCOC. The spin multiplicity is 1.

XYZ file:
```
236
C58H149N11O18, DFT ωB97M-V/def2-TZVPD
C -1.81224 -5.55131 -4.65685
O -2.55371 -5.63867 -3.47963
C -1.92907 -4.99654 -2.41514
C -2.50627 -5.34513 -1.08208
C -3.87954 -4.68435 -0.82352
N -1.53139 -4.92983 -0.10414
H -1.29167 -4.56964 -4.75312
H -2.52161 -5.63445 -5.47936
H -1.14430 -6.45366 -4.73137
H -0.88935 -5.27813 -2.48543
H -1.98204 -3.90964 -2.55564
H -2.69887 -6.41954 -0.95774
H -3.81914 -3.60613 -0.83808
H -4.42745 -5.05036 0.07983
H -4.54436 -4.99643 -1.68389
H -1.74229 -5.15247 0.85811
H -0.67010 -5.42464 -0.27040
C 3.13204 1.78375 -7.60771
O 2.37026 1.85904 -6.41205
C 2.17630 3.24084 -6.07204
C 1.70346 3.51082 -4.65624
C 0.25063 3.02038 -4.33135
N 1.60466 5.01081 -4.54971
H 3.46594 0.79582 -7.66084
H 4.01800 2.43245 -7.70051
H 2.54638 1.96872 -8.58061
H 3.12516 3.70410 -6.19979
H 1.47539 3.71181 -6.73981
H 2.41508 2.98819 -3.95110
H -0.45702 3.55177 -4.96615
H 0.06458 3.42329 -3.35612
H 0.23192 1.90223 -4.36181
H 0.99002 5.23520 -3.82109
H 2.49172 5.50578 -4.37962
C 0.77233 -1.01430 7.23819
O 0.35985 -1.60327 6.03028
C -1.01453 -1.79788 5.85423
C -1.40797 -1.33375 4.45797
C -1.18673 0.19168 4.26853
N -2.88493 -1.61218 4.27694
H 1.48515 -0.24572 7.09987
H 1.31222 -1.64329 7.97817
H 0.02832 -0.39364 7.73590
H -1.28406 -2.83918 5.90518
H -1.63529 -1.21369 6.59580
H -0.85799 -1.86509 3.67841
H -1.78762 0.52106 3.36114
H -0.13694 0.53432 4.02528
H -1.51642 0.76360 5.17884
H -3.18342 -1.53552 3.33792
H -3.05820 -2.62614 4.46487
C -2.21393 -1.34052 0.68051
O -1.52634 -0.64194 -0.30657
C -0.35382 -0.05386 0.18857
C 0.25939 0.96585 -0.79063
C 1.14277 0.37357 -1.78786
N 0.90287 1.93943 0.10173
H -1.65807 -2.26692 1.02100
H -3.13761 -1.64617 0.21595
H -2.45199 -0.71048 1.48034
H -0.57719 0.49851 1.09806
H 0.42130 -0.77371 0.37166
H -0.44401 1.62500 -1.34891
H 1.41855 1.01491 -2.59469
H 0.67974 -0.50982 -2.26632
H 2.10108 0.04853 -1.37867
H 1.26386 2.69975 -0.44411
H 1.69923 1.53392 0.58968
C 0.88143 -3.75284 1.73105
O -0.14913 -4.47078 2.49415
C 0.33555 -4.77853 3.79331
C -0.69587 -5.78613 4.41244
N -1.96650 -5.14485 4.44807
C -3.07254 -6.05964 4.54651
C -4.29943 -5.22278 4.20011
O -4.16556 -4.76325 2.85538
C -5.10527 -3.77531 2.50584
H 0.38666 -3.50638 0.85157
H 1.71778 -4.44339 1.50610
H 1.16764 -2.84435 2.18587
H 0.32731 -3.83137 4.32817
H 1.36710 -5.15587 3.89211
H -0.44734 -6.21629 5.36747
H -0.56959 -6.63567 3.65478
H -2.02078 -4.62028 3.53945
H -3.24217 -6.38884 5.52348
H -2.97542 -6.85101 3.79697
H -4.26079 -4.35705 4.91975
H -5.18657 -5.81853 4.37102
H -5.07009 -3.77678 1.42987
H -4.87705 -2.83693 2.96102
H -6.13757 -4.07016 2.76740
C 4.69196 -2.88723 8.06796
O 4.44374 -1.96987 7.02233
C 3.97014 -2.60080 5.86887
C 3.90675 -1.46817 4.87610
N 2.95103 -1.68160 3.77726
C 2.89959 -0.45765 3.07308
C 3.96853 -0.53606 1.97218
O 4.02038 0.71656 1.23867
C 4.97697 0.61036 0.22874
H 5.39701 -3.66082 7.84257
H 3.73098 -3.34772 8.42736
H 5.10125 -2.39423 8.97391
H 2.98254 -3.08512 5.95331
H 4.69675 -3.36164 5.55604
H 4.86069 -1.24215 4.46655
H 3.59866 -0.55388 5.37898
H 2.01843 -1.79864 4.14278
H 3.06405 0.46669 3.74284
H 1.93285 -0.28979 2.64602
H 3.75179 -1.38609 1.33193
H 4.93728 -0.75643 2.49002
H 5.04913 1.58781 -0.16869
H 4.71323 -0.11185 -0.57151
H 5.91391 0.33679 0.62405
C -1.85444 6.29597 -2.57466
O -0.46067 6.03625 -2.37072
C -0.17295 5.31458 -1.17030
C 1.28089 5.36568 -0.80599
N 2.07121 4.38757 -1.44412
C 3.52984 4.55504 -1.19404
C 4.36832 3.78088 -2.11367
O 4.64624 4.67907 -3.22564
C 5.38833 3.97715 -4.23750
H -2.49264 5.34920 -2.57129
H -1.93613 6.77250 -3.56370
H -2.24947 7.03370 -1.81653
H -0.55033 4.32031 -1.35009
H -0.63164 5.71646 -0.25809
H 1.32236 5.20383 0.24891
H 1.74914 6.36034 -0.95856
H 1.96259 4.43152 -2.51052
H 3.70661 4.26895 -0.14298
H 3.79368 5.59883 -1.32593
H 4.00410 2.80313 -2.39280
H 5.27466 3.37008 -1.63781
H 5.02136 4.46352 -5.17524
H 5.04737 2.93444 -4.14670
H 6.48317 4.03000 -4.03894
C -2.96800 2.61227 1.47939
O -3.57713 3.21323 0.38622
C -3.66900 2.40532 -0.79664
C -5.09043 2.22807 -1.24950
N -5.94454 1.53532 -0.22846
C -5.70972 0.10150 -0.07528
C -6.25712 -0.33416 1.21942
O -5.30458 0.11782 2.19333
C -5.85012 0.19925 3.48628
H -3.25315 3.10943 2.47133
H -1.82544 2.68006 1.22197
H -3.28771 1.55212 1.73246
H -3.12853 1.45228 -0.61592
H -3.31957 2.90563 -1.76083
H -5.13804 1.70173 -2.21221
H -5.42772 3.25644 -1.33811
H -5.95909 2.09137 0.65126
H -4.66274 -0.15661 -0.08926
H -6.13778 -0.40823 -0.91889
H -6.25755 -1.45682 1.29235
H -7.22139 0.08458 1.48811
H -5.16459 0.45611 4.26095
H -6.40744 -0.76797 3.68339
H -6.57059 1.03290 3.48543
C -4.52129 3.09521 -7.43925
O -3.90313 2.12773 -6.58469
C -3.71189 2.63627 -5.23027
C -3.06283 1.48562 -4.55041
N -4.02282 0.43540 -4.19332
C -3.56494 -0.80146 -3.54638
C -4.72358 -1.73553 -3.24656
O -5.54151 -2.00906 -4.40059
C -6.61365 -2.83853 -4.15735
H -3.91326 3.99802 -7.63650
H -5.47641 3.46794 -7.12491
H -4.59445 2.58700 -8.40775
H -4.64894 2.81083 -4.71070
H -3.08911 3.60207 -5.18076
H -2.55267 1.83005 -3.62584
H -2.27973 1.14430 -5.22667
H -4.52267 0.15662 -5.01597
H -3.10513 -0.56136 -2.53962
H -2.81169 -1.35893 -4.12336
H -5.42272 -1.22956 -2.53669
H -4.47050 -2.72160 -2.73531
H -7.35264 -2.26178 -3.53324
H -6.32874 -3.73780 -3.53955
H -7.10898 -3.22621 -5.05018
C 7.74547 -4.13415 -3.92214
O 7.62294 -2.83349 -3.29390
C 7.22961 -2.83420 -1.91474
C 5.72970 -2.79218 -1.77386
N 5.12236 -1.95969 -2.79140
C 3.81724 -2.40242 -3.13373
C 3.53665 -1.74807 -4.47781
O 2.27344 -2.15054 -4.95408
C 1.92114 -1.53049 -6.16553
H 7.84642 -3.92755 -4.97417
H 6.73929 -4.70427 -3.82214
H 8.61740 -4.72221 -3.55392
H 7.78800 -1.91924 -1.48617
H 7.66326 -3.71514 -1.37003
H 5.58384 -2.41506 -0.75514
H 5.32974 -3.80148 -1.79290
H 5.80652 -1.89222 -3.55180
H 3.07307 -1.99434 -2.47005
H 3.80390 -3.52781 -3.24552
H 4.38064 -2.03622 -5.14276
H 3.56346 -0.65500 -4.37373
H 1.04754 -1.99224 -6.57382
H 2.72410 -1.51668 -6.87917
H 1.68319 -0.51929 -5.86265
C -0.73308 4.64688 6.89698
O -0.21153 4.75104 5.60191
C -1.04301 4.38294 4.47985
C -0.44634 5.00533 3.14178
N 1.00867 5.00580 3.03712
C 1.64185 3.68083 2.97564
C 3.14753 3.61811 2.82344
O 3.82718 3.60987 4.07123
C 5.20289 4.07023 3.95369
H 0.02776 5.05719 7.57789
H -0.89764 3.55873 7.12867
H -1.76146 5.04217 6.91415
H -2.12403 4.67296 4.46897
H -0.93889 3.27825 4.47443
H -0.81068 6.00811 3.13768
H -0.93562 4.61299 2.20259
H 1.45194 5.55778 3.74070
H 1.25228 3.18051 2.07192
H 1.43058 2.96512 3.85879
H 3.58415 4.42508 2.28131
H 3.36918 2.65874 2.39434
H 5.41473 4.95546 4.54957
H 5.48657 4.10271 2.94714
H 5.87151 3.25254 4.26184
```


Which is more stable than every other structure shown? arrangement Q is more stable than every other one.